{
  "formula": "C47H49F5N3",
  "method": "the ωB97M-V functional and the def2-TZVPD basis",
  "max_force_ha_per_bohr": 0.056,
  "lumo_energy_ev": -6.20,
  "total_charge": 1,
  "orbital_gap_ev": 1.79,
  "e_above_lowest_kcal_mol": 0.0,
  "homo_energy_ev": -7.987,
  "species": ["C", "C", "C", "C", "C", "C", "C", "C", "C", "C", "C", "C", "N", "N", "N", "C", "C", "C", "C", "C", "C", "C", "C", "C", "C", "C", "C", "C", "C", "C", "C", "C", "C", "F", "F", "F", "C", "C", "C", "C", "H", "H", "H", "H", "H", "H", "H", "H", "H", "H", "H", "H", "H", "H", "H", "H", "H", "H", "H", "H", "H", "H", "H", "H", "H", "H", "H", "H", "H", "H", "H", "H", "H", "H", "H", "H", "H", "H", "H", "H", "F", "C", "C", "C", "C", "C", "C", "C", "C", "C", "C", "C", "F", "C", "C", "H", "H", "H", "H", "H", "H", "H", "H", "H"],
  "coordinates": [[4.64255, 3.15832, 1.38338], [3.66742, 4.26841, 0.99003], [4.31212, 5.28781, 0.05355], [3.04792, 4.93334, 2.20116], [3.80350, 5.58643, 3.15678], [3.20128, 6.16014, 4.26051], [1.83116, 6.08101, 4.42489], [1.04156, 5.45670, 3.47622], [-0.46252, 5.33178, 3.60693], [-1.13124, 6.61649, 4.09686], [-0.84832, 4.14279, 4.48597], [1.66149, 4.88336, 2.36265], [0.86136, 4.21270, 1.36966], [0.38234, 4.80983, 0.28803], [-0.23271, 3.87016, -0.39080], [-0.92556, 4.15225, -1.62303], [-0.23410, 4.04782, -2.83292], [1.24197, 3.70447, -2.81416], [2.08726, 4.86522, -3.33506], [1.53874, 2.40644, -3.56811], [-0.92946, 4.24613, -4.01136], [-2.28018, 4.53635, -3.99417], [-2.95226, 4.65129, -2.79265], [-2.28410, 4.48441, -1.59302], [-2.97790, 4.60069, -0.25037], [-3.70892, 3.30698, 0.10280], [-3.92079, 5.80379, -0.16842], [-0.19363, 2.59082, 0.23618], [-0.85875, 1.38498, -0.17801], [-1.15078, 0.37475, 0.75381], [-1.76479, -0.79199, 0.37023], [-2.13132, -0.99430, -0.94781], [-2.81879, -2.29580, -1.34131], [-2.92550, -2.35661, -2.68804], [-2.07820, -3.32940, -0.88068], [-4.04316, -2.31463, -0.76917], [-1.90559, 0.00505, -1.87705], [-1.28320, 1.17080, -1.50179], [0.58003, 2.81834, 1.40160], [1.08728, 1.95073, 2.31669], [4.15586, 2.40536, 2.00501], [5.04936, 2.65592, 0.50471], [5.48167, 3.56287, 1.94879], [2.83461, 3.79654, 0.43976], [3.59078, 6.04328, -0.26146], [5.13481, 5.80096, 0.55041], [4.71322, 4.80905, -0.84080], [4.87053, 5.64668, 3.03410], [3.80363, 6.66583, 4.99948], [1.37181, 6.51327, 5.29619], [-0.83494, 5.13504, 2.58565], [-0.82744, 7.47766, 3.50062], [-2.21806, 6.53970, 4.04561], [-0.87161, 6.81603, 5.13607], [-0.46626, 3.20554, 4.08043], [-0.43942, 4.26123, 5.48985], [-1.93191, 4.05295, 4.57567], [1.51091, 3.54414, -1.75479], [1.88935, 5.77922, -2.77342], [3.15360, 4.64643, -3.26637], [1.85819, 5.06604, -4.38087], [1.00095, 1.56000, -3.13966], [1.24367, 2.49287, -4.61318], [2.60231, 2.16715, -3.54744], [-0.40578, 4.16891, -4.94792], [-2.81089, 4.67578, -4.92272], [-4.00579, 4.87217, -2.78480], [-2.17494, 4.75801, 0.49255], [-3.02821, 2.45732, 0.12293], [-4.18930, 3.37448, 1.07903], [-4.48062, 3.09148, -0.63561], [-3.42757, 6.72310, -0.48623], [-4.79235, 5.65507, -0.80492], [-4.28708, 5.95269, 0.84820], [-0.94747, 0.55503, 1.79248], [-1.97497, -1.56510, 1.09069], [-2.22647, -0.15180, -2.89393], [-1.12476, 1.93532, -2.23599], [0.98261, 0.89029, 2.21581], [1.68332, 2.31185, 3.13031], [-0.27876, -6.03735, 8.08513], [-0.14150, -5.92648, 6.74014], [0.98598, -6.43652, 6.11615], [1.13801, -6.31197, 4.74995], [0.17878, -5.67607, 4.00507], [-0.98178, -5.13527, 4.59929], [-1.90534, -4.49912, 3.73226], [-3.14305, -3.83923, 3.93262], [-3.82256, -3.39073, 2.77893], [-5.03412, -2.75504, 2.86422], [-5.61983, -2.53843, 4.09506], [-4.97759, -2.94647, 5.25339], [-5.54405, -2.70816, 6.46230], [-3.75860, -3.58111, 5.17371], [-1.11104, -5.29456, 5.99413], [1.73337, -6.92708, 6.71378], [2.01440, -6.71523, 4.26929], [0.30559, -5.58450, 2.94013], [-1.60893, -4.53402, 2.69692], [-3.37945, -3.55473, 1.81141], [-5.52992, -2.42595, 1.96552], [-6.57411, -2.04919, 4.17682], [-3.29087, -3.83473, 6.10086], [-1.97353, -4.95263, 6.52450]]
}

{
  "formula": "C17H18N10Pt",
  "method": "the ωB97M-V functional and the def2-TZVPD basis",
  "max_force_ha_per_bohr": 0.010,
  "lumo_energy_ev": [-5.37, -7.92],
  "total_charge": 2,
  "multiplicity": 3,
  "orbital_gap_ev": [8.99, 6.47],
  "homo_energy_ev": [-14.365, -14.389],
  "species": ["Pt", "C", "N", "C", "C", "N", "C", "C", "C", "C", "C", "C", "N", "C", "N", "C", "C", "C", "C", "C", "C", "N", "H", "H", "H", "H", "H", "H", "H", "H", "H", "H", "H", "H", "H", "H", "H", "N", "N", "N", "C", "N", "N", "H", "H", "H"],
  "coordinates": [[-0.64918, -0.52615, 1.23116], [-2.52430, -1.71457, -0.99276], [-1.51304, -2.32014, -0.10004], [-0.35666, -2.92644, -0.79582], [0.74707, -1.93755, -0.96900], [0.98985, -0.99783, -0.09492], [2.13879, -0.32510, -0.50993], [2.82521, 0.74587, 0.05342], [3.96453, 1.16661, -0.59533], [4.41453, 0.54392, -1.77471], [3.73763, -0.51481, -2.34075], [2.58762, -0.93294, -1.68041], [1.67212, -1.95350, -1.94481], [-2.18482, -0.28881, -1.25388], [-1.49479, 0.41219, -0.39205], [-1.42750, 1.72401, -0.87191], [-0.82680, 2.86063, -0.34372], [-0.96968, 4.02863, -1.06003], [-1.68650, 4.06818, -2.26985], [-2.27914, 2.94285, -2.80082], [-2.13175, 1.76889, -2.07080], [-2.59473, 0.46647, -2.28199], [-2.62108, -2.27102, -1.92669], [-3.49041, -1.75102, -0.48793], [-1.96177, -3.03193, 0.46340], [0.01748, -3.74297, -0.17731], [-0.64777, -3.35342, -1.75726], [2.48091, 1.22261, 0.96340], [4.53300, 1.99231, -0.18946], [5.31956, 0.90182, -2.24695], [4.08523, -0.99069, -3.24846], [1.72086, -2.61003, -2.70788], [-0.27553, 2.82870, 0.58814], [-0.52445, 4.94023, -0.68582], [-1.77952, 5.00864, -2.79647], [-2.82427, 2.97471, -3.73516], [-3.16208, 0.15721, -3.05549], [-0.71969, 0.06944, 6.31638], [-0.46743, -0.63702, 5.19317], [0.05687, -1.84260, 5.24322], [0.20592, -2.12461, 3.95926], [-0.21695, -1.11844, 3.19105], [-0.65890, -0.15135, 4.01576], [-0.73100, -0.50806, 7.14281], [-1.41407, 0.79017, 6.19991], [0.63666, -3.04307, 3.59735]]
}

{
  "formula": "C2H5ClFN",
  "method": "the ωB97M-V functional and the def2-TZVPD basis",
  "smiles": "NC[C@@H](F)Cl",
  "max_force_ha_per_bohr": 0.053,
  "lumo_energy_ev": 0.95,
  "total_charge": 0,
  "orbital_gap_ev": 10.86,
  "e_above_lowest_kcal_mol": 0.0,
  "homo_energy_ev": -9.907,
  "species": ["N", "C", "C", "F", "Cl", "H", "H", "H", "H", "H"],
  "coordinates": [[-0.12708, 1.17531, 0.91389], [-0.62171, 0.19966, -0.02250], [0.41669, -0.76733, -0.47903], [0.64601, -1.59606, 0.59209], [-0.14676, -1.72434, -1.91307], [0.60262, 1.80058, 0.44921], [0.33279, 0.80442, 1.75527], [-1.45057, -0.33654, 0.35090], [-1.01829, 0.79376, -0.89513], [1.36629, -0.34946, -0.75163]]
}

{
  "formula": "C4H5Br3",
  "method": "the ωB97M-V functional and the def2-TZVPD basis",
  "max_force_ha_per_bohr": 0.106,
  "lumo_energy_ev": [-0.26, -2.43],
  "total_charge": 0,
  "orbital_gap_ev": [8.83, 5.60],
  "e_above_lowest_kcal_mol": 121.7,
  "homo_energy_ev": [-9.090, -8.028],
  "species": ["C", "C", "C", "C", "Br", "Br", "Br", "H", "H", "H", "H", "H"],
  "coordinates": [[-0.32362, 2.35668, -0.19616], [-0.69323, 1.21270, -0.54927], [0.20775, -1.87186, 0.02655], [0.94761, -1.46001, 1.26959], [-0.55613, 4.02091, -1.76319], [-1.80559, 0.51966, -1.80919], [0.48645, 0.14507, 1.88228], [0.32923, 2.99564, 0.35919], [0.67407, -1.64267, -0.97677], [-0.01629, -2.84839, -0.01516], [-0.75109, -1.17488, -0.08555], [1.50083, -2.25284, 1.85769]]
}